The following is a DFT calculation (wB97M-V/def2-TZVPD) of C29H44CaN10OS3 as an isolated structure at a distorted geometry.

As for the LUMO energy: 0.1 eV. The relative energy (zero: lowest compared OMol25 entry of this formula, charge and spin) is 103.0 kJ/mol.

Geometry as ORCA input:
```
! RIJCOSX wB97M-V def2-TZVPD def2/J DEFGRID3
* xyz 0 1
Ca -0.2117 0.7441 0.0095
N 1.0089 2.2416 1.3394
C 2.0510 2.9344 0.5596
C 1.7790 2.8568 -0.9618
N 1.5175 1.4852 -1.4355
C 2.6924 0.5955 -1.2938
C 2.2623 -0.8716 -1.1611
N 1.3393 -1.0157 -0.0158
C 0.9975 1.4701 -2.8285
C -0.5259 1.6825 -2.9031
N -1.1901 0.6786 -2.0586
H 0.3149 2.8934 1.6880
H 1.3557 1.7274 2.1477
H 3.0162 2.4903 0.7837
H 2.1291 3.9894 0.8201
H 2.6290 3.3119 -1.4881
H 0.8915 3.4606 -1.1854
H 3.2294 0.8586 -0.3819
H 3.3871 0.7144 -2.1345
H 3.1573 -1.4876 -1.0589
H 1.7412 -1.2085 -2.0558
H 1.8349 -1.2303 0.8427
H 0.7013 -1.7943 -0.2019
H 1.2082 0.4907 -3.2649
H 1.5091 2.2224 -3.4402
H -0.8267 1.6232 -3.9492
H -0.7970 2.6801 -2.5431
H -1.0046 -0.2741 -2.4005
H -2.1984 0.7903 -2.0537
O -1.6559 -0.3542 0.7633
C -2.9565 -0.3774 0.7941
C -3.6631 -1.6010 0.7453
C -5.0341 -1.6513 0.8405
C -5.7832 -0.4806 1.0065
C -5.1218 0.7264 1.0357
C -3.7250 0.8122 0.9153
C -3.0828 2.1425 0.9377
N -1.9019 2.5096 0.4434
C -1.7916 3.8738 0.6690
C -2.8939 4.3356 1.3062
N -3.6996 3.2313 1.4714
H -3.0726 -2.5019 0.6167
H -5.5421 -2.6075 0.7770
H -6.8612 -0.5172 1.0932
H -5.7079 1.6364 1.1257
H -0.9342 4.4444 0.3384
H -3.1743 5.3168 1.6505
H -4.5852 3.2178 1.9424
S 0.6637 -3.8530 -7.6473
C 0.5881 -3.1856 -6.1245
S -0.6919 -3.5740 -5.0200
C 0.0500 -2.6382 -3.7358
N 1.1279 -2.0455 -4.1400
N 1.4270 -2.3411 -5.4741
C 2.6610 -1.7887 -5.9445
C 3.6086 -1.3792 -5.0018
C 4.8145 -0.8362 -5.4141
C 5.0972 -0.6860 -6.7660
C 4.1525 -1.0918 -7.6966
C 2.9371 -1.6383 -7.2972
S -0.6242 -2.5495 -2.1592
H 3.3923 -1.5050 -3.9534
H 5.5454 -0.5385 -4.6710
H 6.0392 -0.2589 -7.0895
H 4.3546 -0.9888 -8.7562
H 2.2180 -1.9542 -8.0385
C 1.3106 -2.6003 5.6494
C 1.0038 -1.1612 6.0627
N -0.2405 -0.6239 5.5295
C -1.4642 -0.8049 6.3099
C -2.2120 -2.1023 6.0220
C -0.2490 -0.0365 4.2951
C -1.5390 0.5991 3.8374
N 0.7670 0.0483 3.4990
H 2.3341 -2.8619 5.9293
H 1.2042 -2.7219 4.5693
H 0.6407 -3.3078 6.1381
H 1.8189 -0.5115 5.7443
H 0.9550 -1.0855 7.1480
H -2.1268 0.0390 6.1382
H -1.1844 -0.7738 7.3620
H -2.5079 -2.1623 4.9724
H -3.1129 -2.1553 6.6390
H -1.5982 -2.9741 6.2527
H -1.7444 1.5081 4.4109
H -2.3907 -0.0758 3.9399
H -1.4259 0.8320 2.7860
H 1.5894 -0.4301 3.8482
*
```